# 1
{"formula": "C44H48AsClF6N4O5P2Se2Ta", "method": "wB97M-V/def2-TZVPD", "species": ["Ta", "O", "C", "O", "C", "C", "C", "C", "C", "N", "C", "O", "O", "H", "H", "H", "Se", "P", "Se", "C", "C", "C", "C", "C", "C", "C", "C", "C", "C", "C", "C", "H", "H", "H", "H", "H", "H", "H", "H", "H", "H", "F", "P", "F", "F", "F", "F", "F", "C", "C", "C", "C", "C", "O", "C", "C", "C", "C", "C", "C", "Cl", "C", "C", "C", "N", "C", "N", "C", "N", "H", "H", "H", "H", "H", "H", "H", "H", "H", "H", "H", "H", "H", "H", "H", "H", "H", "H", "H", "H", "H", "H", "C", "As", "C", "C", "C", "C", "C", "C", "C", "C", "H", "H", "H", "H", "H", "H", "H", "H", "H", "H", "H", "H", "H"], "xyz": [[-0.22565, 2.84088, -1.11449], [-1.37365, 5.40355, 1.90978], [-0.88631, 4.46803, 1.36157], [-1.11477, 4.11902, 0.07101], [0.07979, 3.49463, 1.95973], [0.60582, 3.52938, 3.23755], [1.57913, 2.59373, 3.56486], [2.02312, 1.68709, 2.60574], [1.44493, 1.74220, 1.35457], [0.47853, 2.59881, 1.07395], [1.84794, 0.97688, 0.14492], [2.62805, 0.07786, 0.10157], [1.20323, 1.45446, -0.94935], [0.26596, 4.27982, 3.93765], [2.01381, 2.58919, 4.55490], [2.80564, 0.97068, 2.81010], [-2.37916, 3.56604, -2.60239], [-3.47455, 2.68586, -0.91093], [-2.00596, 1.16225, -0.20560], [-4.00462, 3.89045, 0.29360], [-4.17151, 5.22505, -0.05617], [-4.66706, 6.11260, 0.88602], [-4.97561, 5.67137, 2.16489], [-4.79168, 4.33943, 2.51409], [-4.30569, 3.44202, 1.57857], [-4.93059, 1.81894, -1.48358], [-5.71576, 2.39767, -2.47850], [-6.91353, 1.80041, -2.83425], [-7.32278, 0.63510, -2.19926], [-6.53774, 0.05747, -1.21170], [-5.33552, 0.64638, -0.85051], [-3.90351, 5.57709, -1.04477], [-4.80065, 7.15244, 0.62396], [-5.35518, 6.37103, 2.89622], [-5.03255, 4.00036, 3.51214], [-4.16667, 2.40144, 1.85003], [-5.39789, 3.30614, -2.97677], [-7.52570, 2.24113, -3.60801], [-8.25775, 0.17110, -2.48158], [-6.85798, -0.85415, -0.72783], [-4.72088, 0.18436, -0.08710], [1.64907, 4.14834, -0.55887], [1.78551, 5.09070, -1.96629], [1.75626, 5.75814, -3.37584], [1.98980, 6.38524, -1.14283], [1.38605, 3.55171, -2.68415], [3.30635, 4.70940, -2.05490], [0.14893, 5.15753, -1.83836], [-0.96215, -5.35952, 4.67702], [0.48187, -5.36465, 4.15125], [0.67499, -6.69443, 3.40247], [1.41276, -5.35500, 5.36814], [0.75004, -4.10165, 3.24584], [0.05095, -2.96774, 3.79115], [2.21833, -3.65166, 3.16237], [3.31479, -4.53062, 2.53842], [3.46034, -4.32947, 1.04827], [3.12686, -5.30281, 0.11674], [3.20241, -5.04754, -1.24757], [3.64459, -3.80986, -1.67240], [3.68480, -3.43356, -3.38082], [4.04897, -2.84576, -0.76702], [3.94835, -3.11129, 0.58513], [0.07369, -4.31288, 1.90112], [0.06017, -3.14500, 1.02684], [-0.49148, -1.94022, 1.18073], [-0.30052, -1.20488, 0.09175], [0.40638, -2.04988, -0.70321], [0.64026, -3.22680, -0.18992], [-1.11840, -6.26219, 5.26733], [-1.70452, -5.36669, 3.87943], [-1.17349, -4.50534, 5.31831], [0.56224, -7.51380, 4.11241], [1.65483, -6.80136, 2.94393], [-0.07827, -6.84398, 2.63054], [1.11601, -6.14673, 6.05531], [1.36176, -4.41755, 5.92831], [2.45445, -5.52682, 5.09881], [0.26426, -2.90483, 4.72966], [2.50344, -3.42514, 4.19142], [2.21286, -2.68870, 2.64289], [3.18071, -5.58266, 2.77848], [4.26102, -4.24717, 3.00449], [2.77308, -6.27097, 0.45077], [2.91070, -5.79731, -1.96923], [4.42147, -1.89466, -1.11833], [4.23921, -2.34449, 1.29273], [-0.95734, -4.61572, 2.07179], [0.57637, -5.07947, 1.31804], [-1.01989, -1.65257, 2.07247], [0.75417, -1.79795, -1.69159], [-0.53400, 2.06811, -5.08194], [-0.20704, 1.24427, -3.36479], [-1.37037, -0.28139, -3.43220], [1.54357, 0.30861, -3.75462], [2.68872, 1.19475, -3.83767], [2.91673, 2.00791, -5.00137], [3.97548, 2.85954, -5.04681], [4.86629, 2.92188, -3.94519], [4.69124, 2.09665, -2.81057], [3.62486, 1.25389, -2.74960], [-0.31387, 1.34511, -5.86946], [0.06810, 2.96626, -5.21100], [-1.58820, 2.33482, -5.12555], [-0.97132, -1.00656, -4.14169], [-2.34015, 0.08050, -3.77445], [-1.46888, -0.72673, -2.44428], [1.31108, -0.16450, -4.71476], [1.65653, -0.42750, -2.95977], [2.23202, 1.93210, -5.83510], [4.15380, 3.48196, -5.91118], [5.70525, 3.60274, -3.98250], [5.40793, 2.14550, -2.00281], [3.46411, 0.60417, -1.90031]], "lowdin_spin": [0.01, 0.00, 0.00, 0.00, 0.00, 0.00, 0.00, 0.00, 0.00, 0.00, 0.00, 0.00, 0.00, 0.00, 0.00, 0.00, 0.02, 0.00, 0.00, 0.00, 0.00, 0.00, 0.00, 0.00, 0.00, 0.00, 0.00, 0.00, 0.00, 0.00, 0.00, 0.00, 0.00, 0.00, 0.00, 0.00, 0.00, 0.00, 0.00, 0.00, 0.00, 0.00, 0.00, 0.00, 0.00, 0.01, 0.00, 0.00, 0.00, 0.00, 0.00, 0.00, 0.00, 0.00, 0.00, 0.00, 0.00, 0.00, 0.00, 0.00, 0.00, 0.00, 0.00, 0.00, 0.00, 0.00, 0.00, 0.00, 0.00, 0.00, 0.00, 0.00, 0.00, 0.00, 0.00, 0.00, 0.00, 0.00, 0.00, 0.00, 0.00, 0.00, 0.00, 0.00, 0.00, 0.00, 0.00, 0.00, 0.00, 0.00, 0.00, 0.00, 0.06, 0.01, 0.08, 0.23, 0.09, 0.05, 0.27, 0.03, 0.10, 0.00, 0.00, 0.00, 0.00, 0.00, 0.00, 0.01, 0.00, 0.00, 0.00, 0.01, 0.00, 0.00], "de_lowest_kj_mol": 225.62, "charge": 2, "lumo_ha": [-0.2337, -0.3316], "homo_lumo_gap_ev": [6.071, 3.407], "multiplicity": 2, "max_force_ha_per_bohr": 0.04219}



# 2
{"formula": "C44H48AsCsF6N4O3PS2", "method": "wB97M-V/def2-TZVPD", "species": ["Cs", "C", "C", "C", "C", "C", "C", "C", "C", "C", "C", "C", "C", "N", "C", "C", "C", "C", "C", "N", "C", "C", "C", "C", "H", "H", "H", "H", "H", "H", "H", "H", "H", "H", "H", "H", "H", "H", "H", "H", "H", "H", "H", "H", "H", "H", "H", "H", "H", "H", "H", "H", "H", "O", "N", "C", "C", "C", "C", "C", "S", "H", "H", "H", "H", "F", "P", "F", "F", "F", "F", "F", "O", "As", "C", "C", "C", "C", "C", "C", "C", "C", "C", "C", "C", "C", "C", "C", "C", "C", "C", "C", "H", "H", "H", "H", "H", "H", "H", "H", "H", "H", "H", "H", "H", "H", "H", "O", "S", "N"], "xyz": [[-0.10252, -0.15785, 0.64653], [-2.70402, 1.92785, -1.17127], [-3.03022, 2.06825, 0.31613], [-4.49332, 1.73365, 0.60443], [-2.68132, 3.45255, 0.80143], [-3.34952, 4.56635, 0.32783], [-3.02132, 5.83665, 0.76713], [-1.97902, 6.00085, 1.65923], [-1.28442, 4.91035, 2.15723], [-0.09532, 5.12345, 3.06623], [-0.51502, 5.79095, 4.37773], [0.97838, 5.93895, 2.34283], [-1.65362, 3.61495, 1.74953], [-0.96962, 2.51365, 2.19493], [-1.02312, 2.10705, 3.41203], [-0.25502, 1.05705, 3.94483], [-0.35642, 0.55925, 5.27033], [0.55008, -0.46895, 5.35483], [1.17238, -0.54865, 4.08033], [0.69808, 0.36875, 3.25143], [2.27038, -1.50325, 3.69093], [1.88318, -2.93165, 4.08913], [3.56858, -1.09535, 4.40783], [2.50718, -1.47465, 2.18253], [-2.89742, 0.90765, -1.50247], [-1.65962, 2.17515, -1.35237], [-3.32312, 2.60305, -1.76077], [-2.41522, 1.35675, 0.86703], [-5.16882, 2.40455, 0.07373], [-4.68382, 1.81265, 1.67263], [-4.70222, 0.71155, 0.30213], [-4.14862, 4.44535, -0.39137], [-3.55862, 6.70045, 0.39913], [-1.70472, 6.99855, 1.97663], [0.33468, 4.14755, 3.30543], [-0.94442, 6.77415, 4.18863], [0.34058, 5.90835, 5.04313], [-1.26102, 5.17905, 4.88263], [0.62558, 6.94675, 2.13333], [1.22608, 5.45765, 1.40023], [1.88128, 6.00465, 2.94843], [-1.72412, 2.58235, 4.11903], [-1.01042, 0.93665, 6.03913], [0.75068, -1.09525, 6.20693], [1.81448, -3.03625, 5.16953], [2.62988, -3.63695, 3.72193], [0.91748, -3.18065, 3.65593], [3.44428, -1.13845, 5.48813], [3.83698, -0.07735, 4.13263], [4.38308, -1.76225, 4.12423], [1.60138, -1.76245, 1.65793], [3.30458, -2.17115, 1.92053], [2.78088, -0.47505, 1.86183], [1.11328, 1.34105, -1.35887], [2.24178, 1.90385, -1.57137], [3.35888, 1.40895, -1.02337], [4.57618, 2.04465, -1.11177], [4.65808, 3.24875, -1.80397], [3.53578, 3.70075, -2.45527], [2.32388, 3.00695, -2.38737], [0.97848, 3.46445, -3.30087], [3.22378, 0.47235, -0.50777], [5.44928, 1.60265, -0.65607], [5.58208, 3.80745, -1.85067], [3.55608, 4.59155, -3.06377], [-2.02022, -1.05025, 1.75183], [-3.13142, -2.22175, 1.92013], [-2.41532, -2.75145, 3.27723], [-2.21402, -3.24405, 1.03843], [-4.06692, -1.22375, 2.79963], [-3.86882, -1.69415, 0.55813], [-4.26272, -3.39495, 2.05573], [0.59918, -1.94135, -0.78927], [0.27168, -2.69525, -2.16347], [-1.25742, -3.88955, -1.96827], [-1.14802, -5.27065, -1.95507], [-2.28382, -6.05785, -1.86137], [-3.53022, -5.46505, -1.73747], [-3.64152, -4.08415, -1.70807], [-2.50972, -3.30095, -1.84487], [-0.30052, -1.57595, -3.63317], [0.61608, -0.42395, -3.64207], [0.88998, 0.38905, -4.90687], [-0.93722, -0.25035, -6.36807], [-1.44602, -1.37265, -5.83567], [-1.09772, -2.03875, -4.61057], [1.74788, -3.88615, -2.64577], [2.08908, -4.26485, -3.93677], [3.20278, -5.06015, -4.14987], [3.97118, -5.49725, -3.08157], [3.62678, -5.13115, -1.79017], [2.52058, -4.32685, -1.57837], [-0.16222, -5.72715, -1.99697], [-2.19962, -7.13805, -1.88627], [-4.41852, -6.07835, -1.64997], [-4.61092, -3.62455, -1.57077], [-2.58572, -2.21595, -1.83187], [0.48128, 0.21345, -2.75277], [1.25998, 1.39065, -4.64677], [-1.35322, 0.14685, -7.28807], [-2.22312, -1.85295, -6.41527], [-1.57612, -3.00535, -4.45477], [1.49468, -3.91615, -4.77347], [3.48098, -5.32945, -5.16087], [4.84378, -6.11325, -3.25897], [4.22548, -5.46295, -0.95217], [2.23258, -4.00665, -0.57927], [0.04378, 0.58835, -5.96817], [2.39668, -0.69125, -5.12527], [1.88498, -1.15415, -3.59987]], "lowdin_spin": [0.00, 0.00, 0.00, 0.00, 0.00, 0.00, 0.00, 0.00, 0.00, 0.00, 0.00, 0.00, 0.00, 0.00, 0.00, 0.00, 0.00, 0.00, 0.00, 0.00, 0.00, 0.00, 0.00, 0.00, 0.00, 0.00, 0.00, 0.00, 0.00, 0.00, 0.00, 0.00, 0.00, 0.00, 0.00, 0.00, 0.00, 0.00, 0.00, 0.00, 0.00, 0.00, 0.00, 0.00, 0.00, 0.00, 0.00, 0.00, 0.00, 0.00, 0.00, 0.00, 0.00, 0.00, 0.00, 0.00, 0.00, 0.00, 0.00, 0.00, 0.00, 0.00, 0.00, 0.00, 0.00, 0.00, 0.00, 0.00, 0.00, 0.00, 0.00, 0.00, 0.00, 0.00, 0.00, 0.00, 0.00, 0.00, 0.00, 0.00, 0.01, 0.04, 0.01, 0.02, 0.00, 0.02, 0.00, 0.00, 0.00, 0.00, 0.00, 0.00, 0.00, 0.00, 0.00, 0.00, 0.00, 0.01, 0.00, 0.00, 0.00, 0.00, 0.00, 0.00, 0.00, 0.00, 0.00, 0.00, 0.27, 0.60], "de_lowest_kj_mol": 96.06, "charge": -2, "lumo_ha": [0.1305, 0.1193], "homo_lumo_gap_ev": [5.414, 5.110], "multiplicity": 2, "max_force_ha_per_bohr": 0.06156}